A structure of composition C25H40AsBrF6N8O4SSi2Ta, computed with ωB97M-V/def2-TZVPD.

The value obtained for the HOMO energy (spin up / spin down) is -8.2 / -9.0 eV. The value obtained for the max |F| is 1.22 eV/Å. The energy relative to the best compared isomer or geometry (same formula, charge and spin) is 45.8 kJ/mol. The multiplicity is 2. The orbital gap (spin up / spin down) is 7.23 / 6.64 eV. The total charge is 0.

Last column: Mulliken spin population.
Element x y z (Å)
1 Ta 0.20 -0.04 -0.06  -0.02
2 C 3.93 -1.67 1.96  0.00
3 Si 3.30 0.06 1.61  -0.01
4 C 3.92 1.26 2.90  0.00
5 C 4.02 0.55 -0.03  0.00
6 N 1.46 -0.06 1.58  0.18
7 C 0.90 -0.56 2.74  0.18
8 C 1.57 -0.63 3.98  -0.11
9 C 0.97 -1.19 5.08  0.15
10 C -0.33 -1.74 4.99  0.02
11 C -1.03 -1.65 3.82  0.03
12 C -0.47 -1.00 2.68  0.18
13 N -1.12 -0.78 1.53  0.29
14 Si -2.94 -0.93 1.54  0.00
15 C -3.75 -0.05 0.08  0.01
16 C -3.59 -0.04 3.06  0.01
17 C -3.37 -2.75 1.60  0.01
18 H 5.03 -1.64 1.94  0.00
19 H 3.62 -2.37 1.19  0.00
20 H 3.63 -2.08 2.93  0.00
21 H 4.39 2.11 2.41  0.00
22 H 4.66 0.77 3.53  0.00
23 H 3.14 1.68 3.54  0.00
24 H 5.08 0.74 0.19  0.00
25 H 3.62 1.48 -0.44  0.00
26 H 3.98 -0.25 -0.76  0.00
27 H 2.57 -0.24 4.08  -0.01
28 H 1.50 -1.24 6.02  0.00
29 H -0.77 -2.23 5.85  0.00
30 H -2.01 -2.08 3.75  0.00
31 H -4.59 0.54 0.46  0.00
32 H -4.14 -0.78 -0.62  0.00
33 H -3.09 0.60 -0.49  0.00
34 H -2.91 0.76 3.37  0.00
35 H -3.77 -0.69 3.92  0.00
36 H -4.55 0.43 2.81  0.00
37 H -2.54 -3.37 1.24  0.00
38 H -4.25 -2.98 1.00  0.00
39 H -3.59 -3.06 2.63  0.00
40 C 0.83 -2.17 0.03  0.06
41 H 1.90 -2.25 -0.15  0.00
42 H 0.29 -2.79 -0.70  -0.01
43 H 0.64 -2.60 1.01  0.00
44 N 2.28 -1.68 -2.70  0.00
45 C 2.18 -0.35 -2.52  0.00
46 O 1.51 0.07 -1.47  0.00
47 C 2.81 0.53 -3.38  0.00
48 C 3.49 0.00 -4.51  0.00
49 N 4.03 -0.43 -5.43  0.00
50 C 2.78 1.93 -3.18  0.00
51 N 2.71 3.08 -3.08  0.00
52 H 1.52 -2.23 -2.33  0.00
53 H 2.68 -2.00 -3.57  0.00
54 C -0.52 1.84 -4.02  0.00
55 S -1.37 2.34 -2.53  0.00
56 C -0.52 3.88 -2.26  0.00
57 O -0.96 1.41 -1.40  0.00
58 H -0.97 2.41 -4.83  0.00
59 H -0.70 0.77 -4.16  0.00
60 H 0.54 2.06 -3.94  0.00
61 H -0.82 4.55 -3.08  0.00
62 H 0.56 3.73 -2.26  0.00
63 H -0.85 4.30 -1.31  0.00
64 Br -4.80 -2.55 -6.23  0.00
65 C -4.12 -2.72 -4.48  0.00
66 C -4.73 -3.59 -3.59  0.00
67 N -4.28 -3.77 -2.35  0.00
68 C -3.23 -3.06 -1.96  0.00
69 C -2.58 -2.15 -2.78  0.00
70 C -3.02 -1.99 -4.08  0.00
71 C -1.39 -1.37 -2.30  0.01
72 O -0.50 -1.10 -3.10  0.00
73 O -1.35 -1.11 -1.03  0.00
74 H -5.59 -4.17 -3.90  0.00
75 H -2.88 -3.22 -0.95  0.00
76 H -2.50 -1.32 -4.76  0.00
77 F 1.30 2.64 -0.17  -0.01
78 As 1.92 4.05 0.76  0.00
79 F 2.42 5.38 1.71  0.00
80 F 1.79 3.04 2.18  0.00
81 F 3.52 3.50 0.50  0.00
82 F 0.22 4.47 1.00  0.00
83 F 1.92 4.98 -0.68  0.00
84 N -0.85 2.03 2.49  0.00
85 N -0.91 1.79 1.07  0.02
86 H -0.73 3.03 2.61  0.00
87 H 0.02 1.63 2.81  0.01
88 H -0.53 2.60 0.58  -0.01
89 H -1.88 1.70 0.82  0.00